Molecular formula: C26H34F5N3O5S2V
Method: DFT, ωB97M-V with the def2-TZVPD basis set

Last column: Mulliken spin population.
Cartesian coordinates (Å):
1 S 1.3113 -2.9854 -0.9778  0.00
2 H 3.2197 -2.3010 -2.1900  0.00
3 H 0.0150 1.0067 4.1098  0.00
4 C -1.3205 -1.2117 1.3514  0.01
5 C 0.0738 3.7697 -1.0720  0.03
6 N -2.8590 -3.1780 1.1871  0.00
7 H -4.5913 -1.4326 -4.8230  0.00
8 C 4.5863 -0.0995 0.0984  0.00
9 H -5.9845 -0.3976 -4.4811  0.00
10 C -1.1378 -0.7255 -0.7450  0.04
11 C -0.4926 1.8852 3.7051  0.00
12 H 0.2191 4.8525 -1.0926  0.00
13 H 3.5911 2.2894 2.7029  0.00
14 C 1.6495 3.0978 0.8576  -0.05
15 O -3.7844 0.4324 -0.9636  0.00
16 H 0.7265 3.3488 -1.8402  -0.01
17 C -0.5939 2.7681 1.2346  -0.23
18 O -6.0565 -0.2276 -1.7941  0.00
19 H -0.8676 -0.5556 -2.8831  0.00
20 C 5.6031 -0.5704 0.9169  0.00
21 H -4.7111 0.1482 -5.5752  0.00
22 H -0.9549 3.5764 -1.3768  0.00
23 H 3.3334 -4.0275 -1.7984  0.00
24 H -1.5449 1.6267 3.5761  0.00
25 N -0.7085 -0.3781 0.4616  -0.12
26 H 3.2163 4.5065 0.4651  0.00
27 H 3.6703 -2.7943 -0.5567  0.00
28 C -2.7197 -2.3514 -1.8004  0.00
29 H -4.7220 -2.3751 -0.9396  0.00
30 F 6.8731 -0.4904 0.5027  0.00
31 C 3.0495 -3.0478 -1.4169  0.00
32 S -4.6230 -0.2844 -1.8934  0.00
33 H -2.5611 1.8553 1.3557  0.00
34 H -2.2280 -2.0253 -2.7138  0.00
35 C 1.5236 2.5537 2.1740  0.06
36 F 6.3064 -1.5748 2.9444  0.00
37 C -4.1636 0.2506 -3.5089  0.00
38 C -4.1965 -1.9993 -1.8193  0.00
39 C -4.9111 -0.4039 -4.6584  0.00
40 H 1.5625 -5.1602 0.0721  0.00
41 C 3.2471 -0.1671 0.4827  -0.02
42 H -1.1147 0.9714 -2.0011  0.01
43 N -1.9928 -1.7651 -0.6815  0.00
44 C 5.3211 -1.1259 2.1537  0.00
45 H -3.0841 0.1318 -3.5809  0.00
46 H 0.2950 -4.1676 0.8045  0.00
47 O 2.2511 0.2708 -0.2624  -0.05
48 H -2.3913 3.0355 0.0763  0.00
49 H -4.6519 -2.4636 -2.6940  0.00
50 F 1.7138 -0.7773 2.1570  -0.02
51 C -0.6592 -0.0210 -1.9605  0.08
52 C 4.0001 -1.2042 2.5673  0.01
53 C -2.0866 2.8050 1.0955  0.00
54 H -2.5146 3.5702 1.7481  0.00
55 O -3.3970 -3.9285 0.3779  0.00
56 H 0.4251 0.0978 -1.8918  -0.01
57 H 1.9884 -3.8285 1.1725  0.00
58 H -1.1393 -1.1754 2.4108  0.00
59 V 0.7608 1.0608 0.7877  1.16
60 C -2.1086 -2.0658 0.6623  0.01
61 H 2.8480 3.4452 -0.8953  0.00
62 C 1.3017 -4.1513 0.3893  0.00
63 F 3.6940 -1.7172 3.7648  0.00
64 C 0.1131 2.3487 2.4132  -0.01
65 H -4.3695 1.3233 -3.4532  0.00
66 O -2.8977 -3.2932 2.3957  0.00
67 H 3.7549 2.8297 0.4726  0.00
68 C 0.3607 3.2065 0.2875  0.10
69 C 2.6129 2.3591 3.1828  0.01
70 C 2.9309 3.4870 0.1906  -0.02
71 H 2.4696 1.4437 3.7621  0.00
72 H -0.4477 2.6596 4.4763  0.00
73 F 4.9191 0.4164 -1.0954  0.00
74 H -2.6179 -3.4319 -1.7418  0.00
75 C 3.0084 -0.7340 1.7339  0.02
76 H 2.6590 3.1848 3.8978  0.00

Force components x, y, z for each atom (eV/Å):
-0.2 0.0 0.0
0.0 0.0 0.0
0.0 0.0 0.0
0.3 0.3 0.1
0.0 -0.1 -0.1
0.1 0.3 -0.1
0.0 0.0 0.0
0.4 -0.1 0.0
0.0 0.0 0.0
0.2 0.0 -0.1
-0.1 0.0 0.0
0.0 0.0 0.0
0.0 0.0 0.0
0.1 0.1 0.3
-0.1 0.1 0.0
0.0 0.0 0.0
0.0 0.1 0.4
0.1 0.1 0.1
0.0 0.0 0.0
0.0 0.0 -0.1
0.0 0.0 0.0
0.0 0.0 0.0
0.0 0.0 0.0
0.0 0.0 0.0
-0.7 -0.5 0.3
0.0 0.0 0.0
0.0 0.0 0.0
0.2 0.0 0.0
0.1 0.0 0.0
-0.1 0.0 0.1
0.2 0.0 0.0
-0.2 0.0 0.2
0.1 0.0 0.0
0.0 0.0 0.0
-0.3 -0.1 -0.2
-0.1 0.0 -0.1
0.1 0.2 -0.3
-0.1 -0.3 -0.1
0.0 0.0 0.0
0.0 0.0 -0.1
-0.6 0.2 -0.5
0.0 0.0 0.0
0.2 0.1 -0.1
0.0 -0.1 0.1
0.1 0.0 0.0
0.0 0.0 0.0
0.6 0.0 0.2
0.0 0.0 0.0
-0.1 -0.1 0.0
0.0 0.1 -0.1
0.0 0.0 0.0
0.0 0.0 0.0
0.0 -0.1 0.0
0.0 0.0 0.0
0.1 0.1 0.4
0.0 0.0 0.0
0.0 0.0 0.0
0.0 0.0 0.0
0.5 0.0 0.0
-0.5 -0.7 0.1
0.0 0.0 0.0
0.0 -0.1 0.1
0.0 0.0 -0.1
0.1 -0.1 -0.3
0.0 0.0 0.0
0.0 -0.1 -0.4
0.0 0.0 0.0
-0.1 0.6 0.0
0.1 -0.1 0.0
0.1 0.0 0.0
0.0 0.0 0.0
0.0 0.0 0.0
-0.1 0.0 0.1
0.0 0.0 -0.1
0.1 -0.2 0.3
0.0 0.0 0.0

The calculation puts the LUMO energy (spin up / spin down) at -0.86 / -0.85 eV. Its expectation value of S² is 0.7552. As for the multiplicity: 2.